{"formula": "C9H21N2", "method": "wB97M-V/def2-TZVPD", "de_lowest_kj_mol": 189.4, "e_homo_ev": [-11.86, -11.86], "charge": 1, "e_lumo_ev": [-5.1, -5.1], "elements": ["N", "C", "H", "H", "H", "C", "H", "H", "C", "C", "H", "H", "H", "C", "H", "H", "H", "C", "C", "H", "H", "H", "H", "H", "N", "H", "H", "C", "C", "H", "H", "H"], "positions_angstrom": [[0.8746, 1.4928, 1.2480], [1.8728, 0.7257, -2.3139], [1.1911, 1.4002, -2.8163], [-0.7174, 0.1156, -1.6575], [-2.4087, 1.4921, 1.5260], [-0.0882, -2.6688, -1.6870], [-0.1438, 1.0559, 3.6977], [1.6029, 1.0709, 1.8140], [-1.7432, -1.7696, -0.0295], [1.3199, 0.2746, -0.9537], [2.1603, 2.1349, -0.1739], [-0.7678, -2.4299, -2.5009], [0.3928, -1.9674, 0.2951], [-0.2960, -1.6833, -0.5060], [0.9326, -2.6355, -2.0557], [-1.3961, 2.7875, 2.1952], [-1.9662, -2.7748, 0.3127], [-0.4045, 0.3702, 2.8836], [-1.4521, 2.0021, 1.4350], [2.0516, -0.3506, -0.4352], [0.2945, -0.4660, 2.8842], [-2.4259, -1.5236, -0.8382], [-1.9115, -1.0793, 0.7915], [-1.4017, 2.4593, 0.4513], [-0.3915, 1.0231, 1.5954], [2.0285, -0.1389, -2.9476], [0.4412, 2.2666, -0.6067], [1.1860, 1.6527, -0.1017], [0.0432, -0.3679, -1.0568], [-0.3016, -3.6752, -1.3393], [2.8272, 1.2225, -2.1827], [-1.4031, -0.0159, 3.0727]], "atomic_forces_ev_per_a": [[0.397, 0.488, 0.870], [-0.056, -0.220, -0.075], [-0.162, 0.178, -0.111], [-0.150, 0.126, -0.203], [0.007, -0.027, -0.022], [0.167, 0.164, -0.082], [0.016, 0.054, 0.002], [-0.157, 0.086, -0.090], [0.132, 0.100, 0.092], [0.020, -0.346, -0.127], [-0.019, -0.071, -0.115], [-0.065, -0.033, -0.118], [0.060, 0.151, -0.076], [-0.245, -0.093, 0.073], [0.113, -0.077, -0.084], [0.029, 0.061, 0.011], [-0.021, -0.148, -0.007], [0.124, -0.085, 0.226], [-0.002, 0.301, 0.144], [-0.122, -0.010, 0.029], [0.010, -0.034, 0.009], [-0.141, 0.020, -0.103], [-0.044, 0.073, 0.072], [-0.024, 0.028, -0.030], [-0.129, -0.866, -1.384], [0.058, -0.079, -0.182], [0.089, 0.040, -0.047], [-0.347, 0.000, 0.112], [0.374, 0.196, 1.106], [-0.033, -0.073, 0.061], [0.125, 0.104, 0.076], [-0.006, -0.010, -0.025]]}